A cluster of 2 separate species, C5H6N in total in a non-equilibrium geometry, computed with ωB97M-V with the def2-TZVPD basis set.

```
! wB97M-V def2-TZVPD RIJCOSX def2/J DEFGRID3
* xyz 1 1
C 0.928 1.836 0.001
C -0.017 1.135 0.544
C -0.153 -1.826 -0.172
C 0.711 1.016 -1.397
C -0.778 -1.913 0.894
N -0.131 0.316 -0.742
H 1.010 2.978 0.160
H 0.404 -2.249 -0.928
H 0.578 1.101 -2.456
H -0.077 -2.381 1.565
H -0.741 1.402 1.478
H -1.735 -1.415 1.053
*
```

## Properties
Kohn-Sham gap ... 7.810 eV
Electronic energy ... -248.28256 hartree
Highest occupied orbital energy ... -0.515 hartree
Energy above the lowest of the compared OMol25 structures with the same formula, charge and spin ... 209.0 kcal/mol